Density functional theory data (ωB97M-V/def2-TZVPD) for a structure of composition C20H30FN4OSZr.

The geometry in ORCA input format:
```
! wB97M-V def2-TZVPD RIJCOSX def2/J DEFGRID3
* xyz 3 1
Zr -1.408 0.211 0.810
C -0.187 -0.541 3.456
C 0.367 0.878 3.281
C -0.743 1.887 2.934
C 1.554 1.097 2.350
C 2.624 1.851 2.815
C 3.662 2.196 1.964
C 3.611 1.845 0.626
C 2.551 1.108 0.099
C 2.494 0.905 -1.403
C 1.518 1.914 -2.011
C 2.228 -0.508 -1.915
C 1.561 0.702 1.002
N 0.514 -0.214 0.586
C 0.774 -1.622 0.648
C 1.973 -2.207 1.048
C 2.082 -3.591 1.083
C 1.013 -4.415 0.746
C -0.207 -3.864 0.360
C -0.244 -2.499 0.327
F -1.493 -1.839 -0.031
H -0.791 -0.615 4.361
H 0.602 -1.291 3.472
H -0.897 -0.916 2.680
H 0.711 1.156 4.280
H -0.866 2.059 1.832
H -0.467 2.913 3.190
H -1.710 1.671 3.399
H 2.647 2.166 3.850
H 4.501 2.764 2.340
H 4.407 2.160 -0.036
H 3.485 1.189 -1.763
H 0.534 1.831 -1.525
H 1.391 1.743 -3.081
H 1.847 2.943 -1.872
H 1.181 -0.806 -1.801
H 2.837 -1.258 -1.412
H 2.461 -0.554 -2.978
H 2.810 -1.575 1.315
H 3.021 -4.036 1.383
H 1.119 -5.489 0.789
H -1.070 -4.465 0.112
O -3.147 -0.414 1.855
S -3.933 0.875 1.447
N -3.054 1.745 0.615
N -4.437 0.060 -4.356
C -3.084 0.324 -3.728
C -3.117 0.093 -2.215
N -1.812 0.405 -1.589
H -4.397 0.196 -5.373
H -5.161 0.694 -4.001
H -4.763 -0.900 -4.201
H -2.835 1.355 -3.982
H -2.383 -0.337 -4.239
H -3.367 -0.947 -1.987
H -3.871 0.734 -1.752
H -1.568 1.378 -1.786
H -1.064 -0.144 -2.018
*
```

The HOMO energy is -16.890 eV. As for the energy relative to the best compared isomer or geometry (same formula, charge and spin): 82.41 kJ/mol. Its molecular weight is 484.776 g/mol. The calculation puts the HOMO-LUMO gap at 6.20 eV. The value obtained for the LUMO energy is -10.685 eV. As for the energy: -44041.972 eV.



Density functional theory data (ωB97M-V/def2-TZVPD) for a cluster of 2 separate species, C7H15N in total.

The geometry in ORCA input format:
```
! wB97M-V def2-TZVPD RIJCOSX def2/J DEFGRID3
* xyz 0 1
C -0.773 1.255 -1.915
C -1.077 0.138 -1.019
C -1.618 -0.416 0.073
C -2.866 -0.491 0.851
N -1.016 -1.298 -0.977
H -0.134 0.932 -2.734
H -1.705 1.656 -2.321
H -0.275 2.056 -1.368
H -2.929 -1.429 1.402
H -2.904 0.337 1.559
H -3.730 -0.415 0.190
H -1.501 -1.818 -1.717
C 2.094 -0.942 -0.174
C 1.482 0.321 0.415
C 1.939 0.596 1.841
H 1.787 -1.811 0.405
H 1.774 -1.082 -1.204
H 3.183 -0.891 -0.182
H 0.361 0.137 0.481
H 1.750 1.174 -0.215
H 1.685 -0.247 2.484
H 3.018 0.749 1.892
H 1.454 1.489 2.234
*
```

The HOMO energy is -6.931 eV. As for the energy relative to the best compared isomer or geometry (same formula, charge and spin): 415.31 kJ/mol. Its molecular weight is 113.204 g/mol. The structure (SMILES) is CC1=C(C)N1.CCC. The calculation puts the HOMO-LUMO gap at 7.70 eV. The value obtained for the LUMO energy is 0.769 eV. As for the energy: -8988.185 eV.